ORCA calculation (wB97M-V/def2-TZVPD) on a cluster of 11 separate species, H20NO13 in total at a distorted geometry.

Geometry (Å):
N (-0.42024, 0.02747, 0.18550)
O (0.84376, -0.27053, 0.14550)
O (-1.26724, -0.50953, -0.59150)
O (-0.86024, 0.72547, 1.14650)
O (-3.33724, 1.58347, -0.31950)
H (-2.94324, 2.52647, -0.33050)
H (-2.54724, 1.08647, -0.07750)
O (0.12376, 3.35247, 1.03650)
H (-0.17824, 2.36947, 1.14950)
H (0.66176, 3.40647, 0.30150)
O (-2.56924, -2.23553, 1.52350)
H (-2.06024, -1.78253, 1.07350)
H (-3.27024, -2.38353, 0.74650)
O (2.61276, -1.57153, 1.82950)
H (1.83776, -1.05953, 1.38050)
H (2.23576, -1.58553, 2.66950)
O (0.04376, -2.59653, -2.19050)
H (-0.37324, -1.93353, -1.76550)
H (0.13276, -2.07153, -3.07450)
O (-3.62724, -1.69753, -2.58850)
H (-4.61424, -2.00353, -2.31350)
H (-3.03724, -2.03853, -2.00250)
O (1.97076, 2.70747, -0.88850)
H (2.68176, 3.17747, -1.31850)
H (2.34476, 1.77547, -0.64850)
O (2.14376, 0.08047, -2.35250)
H (1.67276, 0.14347, -1.70250)
H (2.90676, -0.48553, -2.37550)
O (-0.96524, 0.50447, 3.86950)
H (-1.73124, 1.10047, 3.70650)
H (-1.11524, 0.30247, 2.89550)
O (4.37176, 0.02847, 0.37150)
H (4.82476, -0.41053, -0.34850)
H (3.50776, -0.26253, 0.85750)

Summary:
- Kohn-Sham gap (eV) = 10.17
- HOMO (eV) = -7.436
- lowest unoccupied orbital energy (hartree) = 0.1006
- charge = -1
- M (g/mol) = 242.2

ORCA calculation (wB97M-V/def2-TZVPD) on a structure of composition C22H22CoIN5O7 at a distorted geometry.

Geometry (Å):
Co (-0.37373, 0.26110, 0.41320)
O (-1.01485, 1.69405, -3.33813)
C (-0.76787, 1.64947, -2.14200)
O (-0.64843, 0.56288, -1.46029)
C (-0.52946, 2.96976, -1.42436)
C (-0.95085, 4.11860, -2.04648)
C (-0.64063, 5.37248, -1.51878)
C (0.19209, 5.49462, -0.42934)
C (0.65690, 4.34757, 0.17512)
C (0.21294, 3.04461, -0.20277)
O (0.46440, 2.04019, 0.53921)
N (1.63558, 4.50972, 1.24298)
O (2.43425, 3.60630, 1.44291)
O (1.66528, 5.57174, 1.84087)
N (-1.14522, 6.57897, -2.15834)
O (-0.79091, 7.65911, -1.71340)
O (-1.89888, 6.45164, -3.10598)
H (-1.50682, 4.03198, -2.96914)
H (0.49671, 6.46451, -0.06688)
I (3.10589, -1.09301, 5.42917)
C (2.49387, -0.46081, 3.56886)
C (2.99850, 0.59670, 2.84191)
N (2.30112, 0.63772, 1.70254)
N (1.35205, -0.30863, 1.64451)
C (1.45762, -0.97995, 2.78481)
H (3.76593, 1.31751, 3.06462)
H (2.24540, 1.41605, 1.05081)
H (0.80638, -1.81372, 2.99022)
C (-3.02570, 1.33988, 3.34779)
C (-3.92601, 1.36166, 2.10837)
C (-3.41378, 2.37821, 1.08177)
C (-4.14547, -0.00441, 1.48171)
C (-5.44766, -0.44409, 1.29290)
C (-5.72337, -1.68090, 0.72383)
C (-4.66309, -2.49054, 0.33782)
C (-3.34205, -2.08884, 0.47412)
C (-2.24846, -3.04934, 0.05182)
C (-1.25127, -3.34961, 1.17335)
C (-1.53420, -2.61061, -1.22873)
C (-3.06826, -0.81870, 1.03418)
N (-1.80433, -0.36930, 1.18475)
H (-3.08062, 2.30393, 3.85908)
H (-1.98789, 1.15050, 3.07835)
H (-3.34212, 0.56217, 4.04649)
H (-4.91532, 1.69355, 2.43781)
H (-2.44283, 2.06929, 0.68947)
H (-3.29689, 3.36417, 1.53868)
H (-4.10150, 2.46769, 0.23898)
H (-6.26255, 0.19848, 1.60855)
H (-6.74512, -2.01195, 0.58817)
H (-4.86502, -3.46342, -0.09763)
H (-2.76164, -3.98761, -0.18032)
H (-0.67211, -2.45791, 1.41107)
H (-0.56163, -4.14103, 0.86985)
H (-1.76807, -3.66937, 2.08087)
H (-0.97651, -1.68032, -1.09255)
H (-2.24971, -2.43748, -2.03337)
H (-0.83125, -3.38435, -1.54777)

Summary:
- Kohn-Sham gap (alpha / beta) (eV) = 6.67 / 6.81
- HOMO (alpha / beta) (eV) = -4.862 / -4.922
- lowest unoccupied orbital energy (alpha / beta) (hartree) = 0.0666 / 0.0694
- charge = -1
- M (g/mol) = 654.3

ORCA calculation (wB97M-V/def2-TZVPD) on a cluster of 8 separate species, C3H24NO7S in total at a distorted geometry.

Geometry (Å):
C (-1.41858, -1.12932, 2.12735)
C (-1.09180, -0.54299, 0.69744)
C (-2.18138, 0.00117, -0.05294)
S (-1.67213, 1.08268, -1.59788)
N (-0.03414, 0.67204, 0.80844)
H (-1.78236, -2.20150, 1.99167)
H (-2.19164, -0.59422, 2.57683)
H (-0.45045, -1.19623, 2.64627)
H (-0.53425, -1.30173, 0.26530)
H (-2.92982, -0.78774, -0.44701)
H (-2.83596, 0.64194, 0.41163)
H (-1.15627, 0.11023, -2.43212)
H (-0.40956, 1.57359, 0.69153)
H (0.48870, 0.60934, 1.73522)
H (0.67420, 0.50666, 0.00054)
H (-1.82648, 3.99113, 0.08548)
H (-0.76869, 4.08887, 1.12886)
O (-1.39786, 3.48792, 0.76278)
H (1.26694, -2.97300, -1.61800)
H (0.71067, -1.64491, -2.11472)
O (0.77526, -2.19167, -1.32232)
H (2.24544, 0.17728, 4.06665)
H (0.70577, 0.81651, 3.99507)
O (1.31670, 0.15453, 3.57132)
H (-2.03760, -3.06611, -1.79120)
H (-0.77115, -2.90333, -0.73592)
O (-1.78266, -3.01390, -0.93564)
H (2.51936, 2.07384, -0.35781)
H (2.93758, 0.62683, 0.22486)
O (2.55235, 1.09572, -0.55249)
H (2.12558, -0.51824, -3.78896)
H (1.45235, 0.59773, -3.01004)
O (1.38681, -0.21258, -3.13787)
H (4.35499, -0.17511, 1.31098)
H (3.39877, -1.39906, 1.20381)
O (3.39410, -0.45167, 1.26885)

Summary:
- Kohn-Sham gap (eV) = 9.53
- HOMO (eV) = -12.277
- lowest unoccupied orbital energy (hartree) = -0.1011
- charge = +1
- M (g/mol) = 218.3

- The highest M belongs to which entry?
  C22H22CoIN5O7

- Which of these has the highest charge?
  C3H24NO7S

- charge of number 2 (C22H22CoIN5O7)?
  -1